The following is a DFT calculation (wB97M-V/def2-TZVPD) of a molecular structure, C18H48O6.

Computed properties:
Energy above the lowest of the compared OMol25 structures with the same formula, charge and spin   22.4477 eV
HOMO   -0.2911 Ha
Lowest unoccupied orbital energy   0.47 eV

The geometry in ORCA input format:
```
! RIJCOSX wB97M-V def2-TZVPD def2/J DEFGRID3
* xyz 0 1
C -25.519 -8.959 -13.994
C -26.661 -9.994 -14.155
C -26.299 -11.450 -14.489
O -27.487 -9.865 -13.026
H -24.821 -9.307 -13.232
H -25.696 -7.940 -13.649
H -25.021 -8.768 -14.944
H -27.356 -9.665 -14.928
H -27.231 -12.012 -14.544
H -25.652 -11.780 -13.676
H -25.776 -11.560 -15.438
H -26.990 -10.211 -12.281
C -29.682 -13.232 -16.529
C -28.319 -13.452 -15.813
C -27.105 -12.847 -16.339
O -28.402 -12.754 -14.560
H -30.065 -12.239 -16.295
H -30.408 -13.951 -16.151
H -29.721 -13.446 -17.597
H -28.234 -14.525 -15.642
H -26.226 -12.867 -15.695
H -27.384 -11.813 -16.544
H -26.849 -13.387 -17.250
H -29.152 -13.148 -14.110
C -27.401 -6.494 -13.646
C -27.743 -7.032 -12.211
C -29.215 -7.099 -11.892
O -27.293 -8.362 -11.999
H -27.698 -7.230 -14.393
H -26.311 -6.471 -13.670
H -27.756 -5.555 -14.072
H -27.256 -6.337 -11.528
H -29.282 -7.578 -10.915
H -29.822 -7.753 -12.517
H -29.586 -6.077 -11.962
H -27.698 -8.875 -12.701
C -23.812 -10.851 -11.633
C -25.132 -11.580 -11.788
C -25.234 -12.790 -10.907
O -26.107 -10.603 -11.478
H -23.702 -10.140 -12.452
H -23.001 -11.578 -11.602
H -23.612 -10.440 -10.644
H -25.277 -12.024 -12.773
H -24.725 -13.691 -11.248
H -26.276 -13.111 -10.913
H -25.067 -12.616 -9.844
H -26.896 -11.123 -11.310
C -27.397 -13.396 -13.122
C -26.703 -14.759 -13.121
C -25.347 -14.626 -12.403
O -27.393 -15.779 -12.405
H -26.932 -12.673 -13.792
H -27.479 -13.056 -12.090
H -28.433 -13.286 -13.442
H -26.517 -15.077 -14.147
H -24.809 -13.776 -12.822
H -24.750 -15.508 -12.635
H -25.240 -14.574 -11.319
H -27.135 -16.575 -12.876
C -23.716 -10.949 -16.097
C -22.472 -10.213 -16.624
C -22.872 -8.720 -16.811
O -21.331 -10.257 -15.811
H -23.435 -11.893 -15.631
H -24.453 -11.137 -16.878
H -24.236 -10.368 -15.335
H -22.060 -10.625 -17.545
H -23.672 -8.538 -17.529
H -22.001 -8.097 -17.012
H -23.194 -8.280 -15.868
H -20.676 -9.793 -16.338
*
```

Atom charges from the Mulliken analysis, given in e for atoms 1 to 4: -0.1985 -0.5532 -0.6280 -0.6699

---

The following is a DFT calculation (wB97M-V/def2-TZVPD) of a molecular structure, C34H27AlBrN4O2P.

Computed properties:
Energy above the lowest of the compared OMol25 structures with the same formula, charge and spin   0.8779 eV
HOMO   -0.4648 Ha
Lowest unoccupied orbital energy   -6.25 eV

The geometry in ORCA input format:
```
! RIJCOSX wB97M-V def2-TZVPD def2/J DEFGRID3
* xyz 2 1
Al -1.609 0.319 0.222
C -5.952 0.124 0.355
C -6.287 0.786 -0.818
C -5.270 1.331 -1.589
C -3.954 1.200 -1.171
N -3.634 0.513 -0.051
C -4.612 -0.012 0.685
C -2.815 1.858 -1.817
C -2.764 2.535 -3.024
C -1.561 3.158 -3.368
C -0.479 3.127 -2.506
C -0.591 2.405 -1.316
N -1.734 1.777 -1.040
C 0.370 2.241 -0.235
C 1.478 3.016 -0.091
C 2.165 2.985 1.163
C 1.772 2.144 2.128
C 0.698 1.129 1.901
N -0.073 1.333 0.700
H -6.713 -0.277 1.005
H -7.317 0.885 -1.125
H -5.497 1.872 -2.490
H -4.300 -0.553 1.568
H -3.614 2.575 -3.683
H -1.467 3.681 -4.306
H 0.438 3.628 -2.765
H 1.773 3.721 -0.847
H 2.956 3.697 1.337
H 2.226 2.182 3.106
H 0.024 1.069 2.770
O -1.567 -3.054 1.689
C -0.984 -2.019 1.834
O -1.450 -0.859 1.429
C 0.391 -1.940 2.488
P 1.519 -0.624 1.877
C 2.025 -0.884 0.170
C 1.535 -1.909 -0.633
C 1.958 -2.000 -1.950
C 2.834 -1.063 -2.474
C 3.325 -0.043 -1.671
C 2.935 0.040 -0.349
C 2.934 -0.715 2.987
C 4.132 -1.315 2.614
C 5.165 -1.397 3.533
C 5.006 -0.890 4.813
C 3.805 -0.306 5.189
C 2.768 -0.222 4.281
H 0.901 -2.905 2.394
H 0.247 -1.756 3.561
H 0.861 -2.649 -0.224
H 1.620 -2.825 -2.563
H 3.159 -1.134 -3.501
H 4.035 0.665 -2.066
H 3.349 0.805 0.290
H 4.258 -1.719 1.618
H 6.094 -1.864 3.249
H 5.815 -0.946 5.525
H 3.667 0.062 6.195
H 1.830 0.238 4.560
Br 0.065 -0.967 -5.219
C -0.849 -1.485 -3.645
C -1.562 -2.681 -3.571
C -2.158 -3.001 -2.360
C -2.057 -2.119 -1.295
N -1.403 -0.959 -1.386
C -0.801 -0.656 -2.533
H -1.622 -3.342 -4.425
H -2.697 -3.928 -2.236
H -2.489 -2.355 -0.332
H -0.247 0.271 -2.559
*
```

Atom charges from the Mulliken analysis, given in e for atoms 1 to 4: -1.3867 -0.9459 -0.5216 -0.8506

---

The following is a DFT calculation (wB97M-V/def2-TZVPD) of a single C20H24ClN3O3S molecule.

Computed properties:
Energy above the lowest of the compared OMol25 structures with the same formula, charge and spin   0.3534 eV
HOMO   -0.3074 Ha
Lowest unoccupied orbital energy   0.55 eV
SMILES string   COCc1csc(C(=O)N2CCC[C@@H](NC(=O)c3ccc(Cl)c(N)c3)[C@@H]2C)c1

The geometry in ORCA input format:
```
! RIJCOSX wB97M-V def2-TZVPD def2/J DEFGRID3
* xyz 0 1
C -3.349 5.473 1.635
O -2.574 4.320 1.426
C -3.351 3.237 0.967
C -2.446 2.075 0.706
C -2.506 0.884 1.377
S -1.349 -0.246 0.807
C -0.743 0.886 -0.346
C 0.424 0.577 -1.191
O 1.462 1.196 -1.021
N 0.351 -0.489 -2.051
C 1.612 -0.874 -2.685
C 1.870 0.012 -3.898
C 0.684 0.010 -4.865
C -0.650 0.170 -4.137
N -1.794 0.158 -5.021
C -2.120 1.185 -5.835
O -1.480 2.223 -5.875
C -3.348 0.991 -6.677
C -3.793 -0.269 -7.077
C -4.932 -0.387 -7.858
C -5.633 0.743 -8.247
Cl -7.053 0.562 -9.224
C -5.194 2.012 -7.866
N -5.879 3.145 -8.242
C -4.045 2.118 -7.084
C -0.781 -0.787 -2.933
C -2.178 -0.807 -2.326
C -1.415 2.072 -0.265
H -2.693 6.263 1.990
H -3.826 5.809 0.707
H -4.125 5.301 2.390
H -4.109 2.973 1.715
H -3.885 3.513 0.048
H -3.170 0.617 2.184
H 2.423 -0.853 -1.962
H 1.516 -1.920 -2.989
H 2.075 1.029 -3.560
H 2.774 -0.320 -4.415
H 0.799 0.815 -5.589
H 0.676 -0.933 -5.427
H -0.639 1.178 -3.690
H -2.423 -0.626 -4.984
H -3.250 -1.168 -6.815
H -5.277 -1.361 -8.177
H -5.468 4.041 -8.080
H -6.632 3.046 -8.894
H -3.691 3.096 -6.786
H -0.600 -1.804 -3.295
H -2.898 -1.163 -3.065
H -2.227 -1.489 -1.481
H -2.517 0.181 -2.014
H -1.170 2.929 -0.878
*
```

Atom charges from the Mulliken analysis, given in e for atoms 1 to 4: -0.7499 -0.3017 -0.5799 0.6022

---

The following is a DFT calculation (wB97M-V/def2-TZVPD) of a molecular structure, C19H20BrClF5N5O5PtS.

Computed properties:
Energy above the lowest of the compared OMol25 structures with the same formula, charge and spin   2.1153 eV
HOMO   -0.3280 Ha
Lowest unoccupied orbital energy   -0.31 eV

The geometry in ORCA input format:
```
! RIJCOSX wB97M-V def2-TZVPD def2/J DEFGRID3
* xyz 0 1
Pt -0.265 0.113 -0.278
C 3.542 2.136 2.983
N 2.303 2.329 2.227
C 2.136 3.612 1.549
C 1.600 1.277 1.770
N 0.670 1.430 0.861
N 1.838 0.077 2.391
C 1.593 -1.173 1.842
N 2.445 -2.127 2.283
N 0.572 -1.363 1.086
H 3.915 3.115 3.267
H 4.294 1.627 2.380
H 3.363 1.596 3.917
H 2.733 4.351 2.071
H 1.094 3.933 1.594
H 2.477 3.552 0.512
H 0.744 2.328 0.407
H 2.618 0.090 3.026
H 3.405 -1.816 2.369
H 2.368 -3.018 1.817
H 0.525 -2.290 0.678
F 0.883 -0.642 -2.638
C -0.065 0.237 -2.304
F 0.300 1.439 -2.778
H -1.023 -0.044 -2.731
Cl -5.367 -6.673 -1.882
C -4.438 -5.276 -1.434
C -3.231 -5.036 -2.069
C -2.505 -3.910 -1.719
C -2.986 -3.038 -0.746
C -4.194 -3.303 -0.114
C -4.927 -4.426 -0.454
C -2.231 -1.808 -0.379
O -2.644 -0.981 0.414
O -1.056 -1.641 -0.984
H -2.872 -5.719 -2.825
H -1.562 -3.693 -2.201
H -4.551 -2.616 0.641
H -5.868 -4.645 0.029
Br -4.982 4.914 -0.873
C -3.663 3.563 -0.739
C -3.529 2.624 -1.745
C -2.562 1.640 -1.636
C -1.689 1.571 -0.547
C -1.878 2.512 0.469
C -2.850 3.500 0.372
H -4.180 2.653 -2.608
H -2.529 0.913 -2.433
H -1.297 2.484 1.378
H -2.972 4.213 1.176
F 4.948 -1.350 -1.867
C 5.120 -0.063 -1.555
F 4.930 0.665 -2.656
F 6.384 0.103 -1.151
S 3.947 0.445 -0.236
O 4.329 -0.382 0.905
O 4.196 1.859 -0.055
O 2.642 0.130 -0.776
*
```

Atom charges from the Mulliken analysis, given in e for atoms 1 to 4: 1.0757 -1.1144 0.1556 -1.2319

---

The following is a DFT calculation (wB97M-V/def2-TZVPD) of a single C2H5NO molecule.

Computed properties:
Energy above the lowest of the compared OMol25 structures with the same formula, charge and spin   0.7783 eV
HOMO   -0.3596 Ha
Lowest unoccupied orbital energy   0.88 eV
SMILES string   CNC=O

The geometry in ORCA input format:
```
! RIJCOSX wB97M-V def2-TZVPD def2/J DEFGRID3
* xyz 0 1
C -1.089 0.087 0.309
N 0.103 0.101 -0.496
C 1.348 -0.261 -0.100
O 1.654 -1.084 0.747
H -0.792 -0.237 1.306
H -1.508 1.102 0.378
H -1.844 -0.584 -0.102
H 0.055 0.494 -1.421
H 2.072 0.381 -0.621
*
```

Atom charges from the Mulliken analysis, given in e for atoms 1 to 4: -0.6872 -0.1661 0.0825 -0.5428

---

The following is a DFT calculation (wB97M-V/def2-TZVPD) of a single C6H13NO2 molecule.

Computed properties:
Energy above the lowest of the compared OMol25 structures with the same formula, charge and spin   2.0987 eV
HOMO   -0.3196 Ha
Lowest unoccupied orbital energy   0.61 eV
SMILES string   CN(CO)C(C)(C)C=O

The geometry in ORCA input format:
```
! RIJCOSX wB97M-V def2-TZVPD def2/J DEFGRID3
* xyz 0 1
C -0.578 -0.163 -1.794
N -0.523 0.435 -0.470
C -1.910 0.323 0.194
O -2.461 -0.941 0.170
C 0.691 0.138 0.328
C 0.941 1.287 1.303
C 1.929 -0.117 -0.528
C 0.254 -1.124 1.021
O 0.060 -2.207 0.487
H -1.542 0.085 -2.233
H 0.207 0.247 -2.426
H -0.497 -1.257 -1.771
H -1.797 0.727 1.207
H -2.559 0.970 -0.405
H -1.762 -1.654 0.449
H 0.964 2.226 0.755
H 0.168 1.348 2.066
H 1.896 1.151 1.803
H 1.813 -1.016 -1.125
H 2.789 -0.248 0.126
H 2.124 0.738 -1.170
H -0.207 -0.946 2.013
*
```

Atom charges from the Mulliken analysis, given in e for atoms 1 to 4: -0.9244 -0.0767 -0.5604 -0.5376